(1)
59
Properties=species:S:1:pos:R:3:forces:R:3 method="wB97M-V/def2-TZVPD" gap_ev=8.359 de_lowest_kj_mol=274.48 smiles="CCCN(CCC)CCNc1c(N2CCN(C(=O)OCC)CC2)c(=O)c1=O" homo_ev=-7.8
H -2.71799 -1.26713 -3.21342 -0.1040 -0.0035 0.0403
N -0.36622 2.83270 -1.27831 -0.0975 -0.2577 -0.3130
H 0.96812 3.92934 -2.42973 -0.0119 0.0494 0.1090
H -3.98433 -2.57694 0.15667 -0.0340 0.0525 -0.0959
H 0.08697 2.40689 2.02331 -0.0525 0.1560 -0.1063
C 0.24754 2.94231 1.08644 -0.1388 -0.1451 0.1308
H -5.19247 -2.64753 2.31032 -0.0908 -0.0426 0.0833
C -1.41011 0.86897 -2.51481 -0.0680 0.4124 0.2221
H -3.86773 -3.81177 2.32194 -0.0084 -0.1252 0.0658
O -0.93211 -0.24839 -4.67576 -0.0348 0.2678 0.1548
C -1.73132 -2.02141 -1.43372 -0.2676 0.2998 -0.0594
C 1.28522 -2.80411 1.57347 0.0140 -0.0294 -0.1954
H 2.09254 -3.53418 1.56947 0.0508 -0.0858 0.0905
H 5.61262 -0.16943 2.51006 0.0964 -0.0797 0.0575
C 0.73048 3.76896 -1.37835 0.3717 0.1928 0.0272
H 1.91039 -2.02762 -0.32026 0.0124 -0.0460 -0.0682
H 4.77529 -0.12601 0.15846 -0.1149 0.0067 0.0814
H 4.31961 0.93574 2.99550 -0.0033 -0.0011 0.0835
C -2.75378 -1.10020 -2.13656 0.1296 -0.4164 -0.0101
H 0.41737 -3.26221 2.03987 -0.0739 -0.0547 0.1072
H -3.76598 -1.28320 -1.77350 0.0490 -0.0321 -0.0529
H -1.59657 -1.87260 1.91515 0.0244 -0.0743 0.0477
H -1.75169 3.16171 0.26727 0.0338 -0.0988 0.0801
H 1.58958 -1.95376 2.18064 0.0407 0.0718 0.1058
H 0.06012 -0.59618 1.01321 0.0621 0.0532 -0.0604
N -2.43982 0.28739 -1.86980 -0.0501 0.4202 -0.0059
C 2.19149 1.49904 1.11361 -0.0029 0.1613 -0.0995
C -2.01357 -2.26541 0.98484 -0.3144 0.1818 -0.1121
H -0.82443 -2.03627 -2.04325 -0.0005 -0.0586 0.0059
H 3.48549 -0.64241 1.28744 0.1035 0.0659 -0.1209
C 1.96265 3.20754 -0.65319 0.1963 0.1418 -0.2918
H 0.59258 -3.18666 -0.43364 0.0521 -0.0074 -0.1169
C 4.13973 0.18293 0.99089 0.2353 -0.3666 0.3325
H -3.70280 -2.28164 3.18258 0.0201 0.0214 0.1263
C -0.02162 -1.17516 0.08865 0.1890 -0.0739 -0.0585
H -1.07636 1.51408 0.16895 0.0117 -0.0059 0.0277
H 0.41799 4.71965 -0.93714 0.0374 -0.0169 -0.0727
H -3.78402 -1.04699 1.01801 0.0127 0.0531 -0.0893
C -0.81199 0.61467 -3.83651 -0.0129 -0.6429 -0.3117
C 4.97339 0.64333 2.17754 -0.3048 0.0425 -0.2926
C -3.53437 -2.10992 1.03403 0.2232 -0.2068 0.2413
H -2.57815 0.54122 -0.90024 0.1468 -0.0453 -0.1731
H 2.67315 4.01261 -0.43174 -0.0140 -0.0235 -0.1131
H -2.12681 -3.04249 -1.39676 0.0723 -0.0371 -0.0254
O 0.90081 2.46169 -4.21248 -0.2201 -0.2128 0.1040
C -0.56991 1.96326 -2.28483 -0.2794 -0.1985 0.1882
C 0.05823 1.83361 -3.60985 0.5248 0.4597 -0.2265
O 3.34270 1.24349 0.46386 -0.1551 0.2555 -0.0954
C -4.11035 -2.75176 2.29036 -0.0152 0.0759 -0.2287
N -1.42243 -1.51099 -0.10430 -0.0167 -0.1594 0.1027
H 2.46443 2.47253 -1.28624 -0.0702 0.1557 0.0013
H 0.25039 4.01754 1.28936 -0.0476 -0.0753 0.0204
N 1.53821 2.55440 0.57166 -0.0248 0.0001 -0.1271
O 1.78464 0.87489 2.06809 0.0459 -0.3715 0.3515
H 5.59247 1.49202 1.89681 0.0992 0.0489 -0.0053
C 0.97833 -2.34830 0.15075 -0.0866 0.1951 0.1292
C -0.84497 2.57558 0.06973 -0.1967 0.0891 0.2505
H -1.76986 -3.33957 0.92656 0.0451 0.0034 0.0851
H 0.25924 -0.51784 -0.74108 0.0120 0.0610 0.0745

(2)
59
Properties=species:S:1:pos:R:3:forces:R:3 method="wB97M-V/def2-TZVPD" gap_ev=8.329 de_lowest_kj_mol=264.46 smiles="CCCCN(CC)CCNc1c(N2CCN(C(=O)OCC)CC2)c(=O)c1=O" homo_ev=-7.8
C -5.01514 3.63303 2.64386 0.0093 -0.4215 -0.0264
H 0.99831 1.25783 1.86274 -0.1362 0.0735 0.0036
H -5.19445 2.02758 4.09397 -0.0493 -0.0098 -0.1285
H -3.08664 -0.09430 -2.68370 0.0311 0.0609 0.0496
H -3.96380 3.82929 2.84235 0.0772 0.0601 0.0444
H 3.11593 0.86299 3.10247 -0.0451 -0.0965 0.0352
C -0.15190 -2.81923 -2.50763 0.3100 -0.6176 -0.0640
H 4.29342 -1.67689 0.85225 0.0585 -0.0006 -0.0010
H 2.28934 2.31796 1.30719 -0.0094 0.1368 -0.0368
C 1.96005 1.28203 1.35302 0.0101 -0.1053 0.1950
C -1.34672 -1.96494 -2.87231 -0.4343 0.2804 -0.5932
C -4.90676 0.94640 1.09612 0.0343 -0.1390 0.1873
C -5.37010 2.20441 3.03067 -0.3437 0.4126 0.0818
N 3.47715 -0.61973 -0.72397 -0.0034 -0.2221 0.0299
O 0.40005 -3.80767 -2.93614 -0.0891 0.2934 0.0268
H -2.81566 -1.52511 1.08226 0.0454 0.0499 0.0441
H 5.12166 0.18999 2.14389 0.0740 0.0703 -0.0394
C 3.74560 0.44453 -1.67914 0.0498 0.0866 -0.1382
C -1.12424 -1.22187 -1.61908 0.2981 0.0438 0.2909
O -4.54012 1.25504 2.36209 0.1970 -0.1764 -0.2016
C 3.21434 -1.90424 -1.35770 -0.2005 -0.1640 0.2492
H 4.85470 -0.65210 -3.19203 0.0354 -0.0798 -0.0940
C -4.22730 -0.32302 -0.85674 -0.0641 0.2516 -0.3080
H 4.12391 -2.50932 -1.48578 -0.0103 0.0224 -0.0921
H 2.84861 0.55274 -2.29860 0.0363 0.0944 0.0644
C -1.66072 0.14521 0.34027 -0.1210 -0.1716 0.3823
H 2.57661 -2.96353 0.43811 0.0181 -0.0579 -0.0815
N 0.96830 -1.94782 -0.35866 -0.2713 0.1735 0.1527
C 4.34347 0.38567 1.40269 -0.1103 -0.3283 0.0227
H -2.80537 -0.11481 2.17280 0.0471 -0.1059 -0.0942
H 1.12909 -1.08069 0.13959 -0.1030 -0.0463 -0.1407
C 2.98372 0.43819 2.10475 0.1173 0.2016 -0.1852
H 5.48648 -0.73152 -0.03888 -0.0350 -0.1138 0.0084
H 2.60583 -0.57889 2.23135 -0.0124 -0.1016 0.0869
C 4.45524 -0.72062 0.34956 0.0966 0.2443 0.1006
C 0.03543 -1.95103 -1.33397 -0.2847 0.2963 0.1675
H -5.62079 4.32660 3.21974 -0.0543 0.1168 0.0666
H -4.25258 -1.41322 -0.95540 -0.0072 0.0296 -0.0319
N -4.08527 0.02002 0.54251 0.1138 -0.1221 0.0443
H 1.83854 0.92286 0.33472 -0.0600 0.0229 -0.1232
C -2.84789 -0.43017 1.13190 0.3748 0.1334 0.1674
N -1.79075 -0.19748 -1.05815 0.3219 -0.1753 -0.2405
H -3.06972 1.33455 -1.61630 -0.0349 -0.0349 -0.0155
H -6.41630 1.99753 2.78522 0.1596 -0.0105 0.1198
C 2.18545 -2.70877 -0.54976 0.4534 -0.0299 -0.2093
H 3.87069 1.37095 -1.11516 -0.0976 0.0566 -0.0633
O -2.11845 -1.85209 -3.79818 0.1763 -0.1691 0.2718
H 2.78654 -1.72180 -2.34592 0.0431 -0.0421 -0.0455
C -3.04088 0.24039 -1.64795 -0.5301 -0.0407 -0.1684
H 4.55844 1.35828 0.95848 0.0989 0.0889 0.0103
H 5.04113 1.09998 -3.26709 0.0519 0.0643 -0.0965
H 5.87827 0.18254 -2.01876 0.1307 -0.0120 -0.0123
H -5.21367 3.78725 1.58621 -0.0200 0.0552 -0.0509
H -5.16625 0.09723 -1.21713 0.0984 -0.1108 -0.0011
H -0.72827 -0.25227 0.73590 0.0193 0.0610 0.0106
H 1.94382 -3.62630 -1.08617 0.0275 -0.0037 0.1054
O -5.87010 1.41114 0.53626 -0.3251 0.2952 -0.0592
H -1.65875 1.23697 0.43196 0.0522 -0.0566 0.0561
C 4.95849 0.25025 -2.59462 -0.2149 -0.0109 0.2669

(3)
73
Properties=species:S:1:pos:R:3:forces:R:3 method="wB97M-V/def2-TZVPD" gap_ev=8.561 smiles="O=NO[C@H]1C(=O)N[C@@](CCCO)(C(F)(F)F)[C@@]1(CCCO)P(O)Br.BrCCBr.BrCCBr.BrCCBr.BrCCBr" homo_ev=-9.2
C -1.09515 3.09670 -0.77922 -0.7038 4.6287 -0.2968
C 0.10059 -0.09408 -2.48923 0.3389 -2.1630 -0.9973
C 0.67408 -1.64617 -2.25296 -0.9685 -0.0902 -0.3410
H -4.98315 4.45047 -2.89191 0.2118 -0.0433 -0.2263
C -3.53889 2.73001 7.78372 0.1132 0.1648 0.1441
Br 6.81728 -8.48401 -0.58013 0.0168 0.1295 -0.0128
C -3.52492 -0.70361 -1.34422 -0.7054 -0.1526 -1.1572
H 6.48176 1.09228 1.51560 -0.0368 -0.2092 -0.0165
H 2.62542 -1.02973 -3.48418 -0.9172 -1.3678 1.4403
H 0.86116 0.37941 -3.27964 -1.6940 -0.4700 2.2127
C 1.43799 0.84148 -0.44726 3.2164 -0.2420 2.6548
H -2.30645 -1.89716 -3.01411 -0.7645 0.0835 2.4740
H -2.44157 1.04647 -2.33399 -0.2602 -0.7594 2.3777
O -1.47599 4.37843 -0.96854 2.7608 -8.1988 0.5998
O -1.38890 2.59166 3.84305 -1.3767 0.0586 -3.5903
C 2.19582 -1.87840 -2.80436 -0.1777 -1.8425 0.6077
Br -4.57783 4.02553 8.80748 -0.0043 -0.1257 -0.0092
H -3.01492 3.56138 -5.11738 -0.2019 0.0374 0.2324
O 3.08381 -2.20943 -1.64018 -0.3247 2.2079 -1.8208
H -2.85478 2.44456 5.76013 -0.1587 0.1351 0.1703
C -0.05494 0.77294 -1.10954 1.0368 2.4895 -1.9736
F 1.66246 2.04258 0.44216 -1.0278 -3.9257 -2.8942
H 2.17445 -2.88279 -3.44964 0.1083 2.2925 1.3468
C -2.72445 0.71311 -1.24131 -1.1265 -0.4533 -0.3146
Br -0.23994 -0.54924 2.86704 -0.4587 0.7241 -0.5310
H -1.80225 -2.33532 -1.16545 -1.7125 1.1369 -1.6286
H -0.89176 -0.24260 -3.10733 1.7521 0.8413 1.7332
C -4.32711 4.64896 -3.74395 0.0539 0.2696 -0.0836
Br -5.31707 2.44561 5.55276 0.0524 0.1085 -0.0013
N -1.89036 2.55952 2.73203 1.1376 0.1799 4.1868
H -2.67491 3.31214 -3.38558 -0.1138 0.1321 -0.0546
C 6.63923 -6.82767 0.43508 0.1494 -0.1680 0.1372
H -4.12829 -1.00659 -0.35927 1.6690 0.6381 -1.9288
H 0.51504 -1.95053 -1.11238 0.8479 0.5675 -2.4763
H 7.17429 -0.86937 -0.07779 -0.1872 0.0537 0.2389
C -1.41330 0.70913 -0.20161 -1.2341 2.4811 0.8867
O -3.23299 -0.14561 1.92497 1.7520 0.9655 -2.1379
C 6.72424 -0.96295 0.91424 0.1527 -0.2141 0.2760
H -3.70745 5.52304 -3.52400 -0.0344 -0.2449 -0.0152
H -2.51350 2.83688 8.14822 -0.1579 -0.0109 -0.1419
C -3.61089 3.01971 6.30224 0.1136 -0.2636 -0.1455
H -3.91355 1.73814 8.05066 0.0573 0.2533 -0.1724
H 4.69176 -7.47073 1.20040 0.2330 0.1732 -0.1258
H -4.38775 -0.52531 -2.15316 1.9162 -0.3241 1.6998
F 2.54097 0.98557 -1.47504 -4.4362 -0.2381 2.1860
H 5.13833 -5.78716 1.57923 0.0975 -0.1354 -0.1198
C 5.86210 0.21820 1.29564 0.1714 0.2961 -0.1966
H 0.68718 2.65375 -2.00701 -1.0910 -0.2818 0.3233
H 7.06667 -6.02992 -0.17836 -0.2288 -0.1569 0.1513
O -3.63532 -3.14290 -1.90583 -0.0643 1.6127 0.6184
H 7.26129 -6.97071 1.32294 -0.1591 0.0454 -0.1159
C 5.20101 -6.57822 0.82645 -0.1318 0.2333 -0.0059
H 5.20606 0.01971 2.14768 0.1649 -0.0514 -0.2533
H -4.42786 -2.93544 -1.32948 1.5626 -0.1966 -0.9442
C -3.46497 3.46780 -4.12536 0.1480 -0.0660 0.2020
H -0.03029 -2.39557 -2.85960 1.5024 1.7800 1.2716
C -1.65697 2.20124 0.51822 0.1611 0.7110 -2.0579
Br 4.16157 -5.92048 -0.68660 0.0217 -0.0695 0.1117
H 3.56121 -1.35797 -1.41777 -0.7024 -1.4388 -0.1205
F 1.84475 -0.33280 0.35626 -1.6365 3.8188 -2.6543
Br 5.69364 -2.61937 0.91790 0.0120 0.0916 -0.1643
P -1.70108 -0.59386 1.13862 -1.7111 -1.9416 0.3072
H 7.51430 -1.11862 1.65401 -0.1423 0.0987 -0.1082
O -0.93772 2.51879 1.75926 0.0771 -0.7529 -1.8994
N -0.18737 2.21396 -1.65579 -2.1488 1.6994 2.7919
Br 4.72076 0.76714 -0.18705 0.9338 -0.1679 0.7258
H -3.78360 0.42259 1.31307 0.8565 -0.7760 1.0063
C -2.67630 -1.98824 -1.89085 -0.8892 -0.8949 0.6021
H -2.77207 2.45575 0.86262 2.3335 -0.7865 -1.5778
Br -4.49557 1.81138 -4.12170 -0.0215 0.0369 -0.1762
H -3.49635 4.08014 6.06116 -0.0399 -0.2637 0.1654
H -3.55221 1.50848 -0.90740 2.0277 -1.6125 -0.5136
Br -5.46845 5.19789 -5.22665 -0.0104 -0.0765 0.1192

(4)
62
Properties=species:S:1:pos:R:3:forces:R:3 method="wB97M-V/def2-TZVPD" gap_ev="4.380 / 2.432" multiplicity=5 de_lowest_kj_mol=130.21 homo_ev="-4.2 / -6.2"
C -0.63737 -2.74631 0.73954 -0.3509 1.5420 1.7292
C 4.47668 1.16596 0.41431 0.0921 -0.0760 -0.0559
H -4.72681 0.35683 3.43288 -0.0008 0.1288 -0.0511
H -1.70805 3.40750 -8.30361 0.2515 -0.1129 0.2725
Cl -0.52327 -0.12019 -0.96667 -0.7833 -0.5349 -1.6480
H -3.84109 1.57707 4.32855 0.0115 -0.0096 -0.1346
C -0.00470 -0.11971 5.71149 0.0799 -0.3395 0.1883
H 5.27187 0.93334 -0.30626 -0.1069 0.0176 0.2152
H 0.58277 0.79563 5.84465 -0.1138 -0.2378 -0.1223
C -2.00803 -4.24726 2.08687 0.0973 -0.1365 -0.0913
C 2.86336 0.22262 -1.20095 -0.1028 0.2217 -0.0060
H -2.24972 -0.24027 3.45292 0.1089 0.0549 0.0305
H -3.38838 2.44350 1.12923 -0.0760 0.1908 -0.2889
H -1.40388 -0.16240 -5.18234 0.0547 0.0739 0.0904
H 2.39842 1.17544 -1.48110 -0.0986 -0.2538 0.1491
C 0.11244 3.96040 -7.26236 0.0288 1.1006 -0.8629
H -2.13254 -3.35873 2.70909 0.0787 -0.1465 -0.2487
C -1.19566 1.98246 -6.75708 -0.3899 -0.5277 0.0504
O 0.12072 0.14101 -3.87491 0.3671 0.0723 -0.3150
Cl 0.81515 2.22399 0.99911 1.1216 2.2128 0.0032
H -1.75642 2.57586 0.41995 -0.1126 0.0987 -0.0996
C -2.01770 0.92077 1.71531 0.1519 -0.3378 0.1999
H 2.76786 -0.17171 4.51059 -0.3170 -0.1753 0.0685
C -3.95881 1.13547 3.32863 -0.3197 -0.1388 0.2007
H 2.66623 -1.83020 3.80402 -0.0871 0.1612 0.1582
H -1.90543 -5.39122 -0.40366 0.1548 0.0978 -0.0021
H 0.26981 4.87306 -7.84320 -0.0923 -0.4187 0.2423
O -0.80862 -1.82159 1.59488 -0.3908 -3.2245 -1.0786
C 2.25749 -1.14169 4.55082 -0.1264 -0.3064 0.1764
C 2.76666 -0.35105 1.19496 -1.4816 -0.3698 -0.9184
H 1.53121 2.16579 -4.71108 -0.2643 0.0474 -0.2099
O 0.49979 0.25553 3.18639 0.3627 -1.7444 3.1711
O 1.65190 -0.95018 1.12397 2.8296 0.0627 -0.0377
H 2.31244 -1.59119 5.54516 0.2710 0.0055 -0.0793
Ir -0.21614 0.20883 1.25500 -1.0586 0.3662 -0.8858
C 0.82792 2.45184 -5.49555 0.4566 -0.3572 0.6706
N -1.15437 -3.95593 0.94025 -0.1194 -0.2982 -0.1332
H -4.35459 1.91286 2.66780 0.0596 -0.2064 0.1940
H -2.04757 1.32253 -6.93796 0.1994 0.2483 -0.0349
H -1.55870 -5.05727 2.67176 -0.0389 0.1191 0.0173
H -2.98171 -4.59773 1.72636 0.0817 0.1224 0.0713
C -2.54899 1.88931 0.71076 -0.2366 0.1845 0.2683
H 1.90183 4.22998 -6.05205 -0.2810 -0.1059 -0.1107
H -0.45893 -5.89013 0.49340 -0.0058 0.1422 -0.0855
H -1.07205 0.11519 5.62994 0.3076 -0.0508 -0.1538
H 4.84778 1.01677 1.43387 -0.0374 0.1078 -0.2171
S 0.50487 -0.95077 4.19346 0.0266 2.2696 -0.8845
C 1.02842 3.60733 -6.25546 0.0140 0.5389 -0.4485
C -0.94510 -5.04293 -0.00464 -0.0495 0.1337 0.0490
H -0.07282 -2.59039 -0.19567 -0.1805 0.0449 0.3984
H -0.31432 -4.68677 -0.82306 -0.1221 -0.1258 0.1012
C -0.53616 0.45468 -4.85416 -0.0935 1.3007 -1.3151
H 3.32913 -0.34779 2.14149 -0.0275 0.2422 -0.2413
C -0.99859 3.13922 -7.51630 0.2797 0.8060 -0.3942
H -2.86588 1.34169 -0.17927 -0.0089 0.0929 -0.0097
H 0.15154 -0.82360 6.53367 -0.0387 0.1602 0.0715
H 4.18972 2.21905 0.28043 -0.0749 -0.3129 0.1019
C -0.29672 1.64506 -5.73057 -0.4025 -2.6882 2.1256
C -2.66797 0.55149 2.83249 0.2171 0.2956 -0.5056
H 2.13569 -0.58023 -1.32357 0.0617 0.2309 0.0868
H 3.73324 0.06509 -1.85125 -0.1181 -0.0849 0.1489
N 3.34216 0.28411 0.17872 0.3428 -0.1736 0.4195